DFT (ωB97M-V with the def2-TZVPD basis set) results for 2 unconnected molecules or ions with the total composition C2H5FSi in a non-equilibrium geometry.

```
9
Properties=species:S:1:pos:R:3:mulliken_charge:R:1
C 2.048 0.277 -0.003 -0.221
C 1.102 -0.628 0.027 -0.195
F 3.351 -0.028 -0.119 -0.183
Si -0.740 -0.195 0.028 0.385
H 2.052 1.987 0.534 0.208
H 1.353 -1.740 -0.150 0.310
H -0.918 1.201 0.282 -0.128
H -1.562 -0.942 0.934 -0.109
H -1.132 -0.522 -1.496 -0.066
```

The total energy is -12745.5810 eV. As for the multiplicity: 1. The HOMO energy comes out at -10.2 eV. The frontier orbital gap comes out at 10.1 eV. Its molar mass is 76.146 g/mol. The value obtained for the max |F| is 4.61 eV Å⁻¹.

***

DFT (ωB97M-V with the def2-TZVPD basis set) results for 9 unconnected molecules or ions with the total composition C9H36N16O9 in a non-equilibrium geometry.

```
70
Properties=species:S:1:pos:R:3:mulliken_charge:R:1
C -0.855 -1.025 -0.725 -0.336
O -0.059 0.053 -0.319 0.204
H -1.756 -1.204 -0.138 0.149
H -1.072 -0.790 -1.767 0.064
H -0.171 -1.872 -0.668 0.184
H 0.466 0.438 -1.024 0.012
C -1.388 2.719 -3.180 0.817
O -2.017 1.702 -3.239 -0.749
N -0.115 2.813 -3.353 -0.176
N -1.926 3.949 -3.188 -0.458
H 0.400 1.976 -3.585 -0.016
H 0.274 3.721 -3.141 0.195
H -1.474 4.810 -2.917 0.150
H -2.897 3.955 -3.466 0.220
C 0.931 -0.126 -4.442 1.057
O 1.510 0.545 -3.594 -0.853
N -0.343 -0.130 -4.535 -0.307
N 1.488 -0.870 -5.347 -0.443
H -0.946 0.228 -3.807 0.069
H -0.801 -0.476 -5.366 0.146
H 2.491 -0.983 -5.365 0.272
H 0.831 -1.367 -5.932 0.135
C 0.507 4.547 0.983 0.570
O 1.548 5.224 0.879 -0.708
N -0.637 5.012 1.381 -0.318
N 0.423 3.237 0.750 -0.128
H -0.684 6.020 1.330 0.193
H -1.409 4.371 1.500 0.194
H 1.206 2.669 0.459 0.121
H -0.489 3.110 0.336 0.008
C 4.058 -1.209 -1.312 0.619
O 4.352 -1.718 -2.346 -0.719
N 2.851 -0.670 -1.318 -0.026
N 4.726 -1.086 -0.178 -0.282
H 2.319 -0.503 -0.475 0.016
H 2.434 -0.686 -2.237 -0.101
H 5.721 -1.181 -0.038 0.208
H 4.286 -0.723 0.656 0.151
C -2.775 2.097 1.935 0.747
O -2.901 2.807 0.897 -0.749
N -3.481 2.188 2.941 -0.278
N -1.974 1.132 2.101 -0.018
H -4.018 3.040 3.022 0.268
H -3.404 1.527 3.700 0.096
H -1.329 0.837 1.382 -0.071
H -1.887 0.773 3.041 0.024
C -1.669 -1.950 3.514 0.430
O -0.664 -2.573 3.193 -0.724
N -2.763 -2.097 2.773 -0.343
N -1.782 -1.113 4.537 -0.433
H -3.475 -1.393 2.904 0.239
H -2.620 -2.549 1.881 0.174
H -0.877 -0.864 4.910 0.261
H -2.661 -0.630 4.656 0.188
C 0.550 -4.403 -0.075 0.632
O 1.728 -4.020 -0.052 -0.624
N -0.363 -4.529 0.835 -0.449
N -0.016 -4.540 -1.218 -0.389
H -0.183 -3.932 1.629 0.181
H -1.308 -4.591 0.484 0.208
H 0.489 -4.150 -2.000 0.258
H -0.998 -4.778 -1.230 0.146
C 2.299 -1.044 2.750 0.562
O 3.334 -0.434 2.508 -0.841
N 1.201 -0.935 2.106 0.169
N 2.154 -1.921 3.655 -0.316
H 0.485 -1.511 2.525 0.175
H 1.086 -0.534 1.186 -0.069
H 2.746 -1.949 4.473 0.242
H 1.294 -2.440 3.763 0.169
```

The total energy is -52189.3297 eV. As for the multiplicity: 1. The HOMO energy comes out at -8.3 eV. The frontier orbital gap comes out at 7.7 eV. Its molar mass is 512.490 g/mol. The value obtained for the max |F| is 9.97 eV Å⁻¹.

***

DFT (ωB97M-V with the def2-TZVPD basis set) results for 2 unconnected molecules or ions with the total composition C6H13O2 in a non-equilibrium geometry.

```
21
Properties=species:S:1:pos:R:3:mulliken_charge:R:1
C 0.672 -0.137 -2.091 -0.128
C 1.573 0.255 -0.880 -1.040
C 0.016 1.100 -2.683 -1.259
H 1.363 -0.602 -2.800 0.306
H -0.109 -0.831 -1.802 0.271
H 1.328 1.298 -0.629 0.263
H -0.637 1.545 -1.932 0.306
H 0.760 1.868 -2.900 0.352
H 2.640 0.187 -1.083 0.368
H 1.389 -0.265 0.053 0.241
H -0.609 0.867 -3.552 0.344
C -0.762 -1.081 2.379 -0.487
C -1.369 -0.651 1.007 -0.544
C -0.192 0.186 3.069 0.428
O -0.943 0.769 3.891 -0.755
O 0.965 0.498 2.715 -0.701
H -1.574 -1.496 2.970 0.367
H 0.072 -1.749 2.186 0.268
H -1.739 0.371 1.020 0.291
H -2.216 -1.328 0.830 0.356
H -0.628 -0.803 0.234 -0.246
```

The total energy is -10529.0523 eV. As for the multiplicity: 1. The HOMO energy comes out at -3.9 eV. The frontier orbital gap comes out at 7.4 eV. Its molar mass is 117.168 g/mol. The value obtained for the max |F| is 1.42 eV Å⁻¹. Its charge is -1.

***

DFT (ωB97M-V with the def2-TZVPD basis set) results for 5 unconnected molecules or ions with the total composition CH11O5 in a non-equilibrium geometry.

```
17
Properties=species:S:1:pos:R:3:mulliken_charge:R:1
C 1.827 -1.827 0.402 -0.724
O 1.038 -0.654 0.621 -0.844
H 2.343 -1.732 -0.545 0.231
H 1.328 -2.826 0.433 0.175
H 2.511 -1.719 1.232 0.264
H 0.088 -0.341 -1.100 0.387
H 0.539 -1.152 -2.344 0.256
O -0.233 -0.698 -1.993 -0.684
H 1.203 1.030 0.605 0.316
H 1.168 2.221 1.272 0.299
O 0.762 1.940 0.368 -0.620
H -1.950 1.720 -1.036 0.331
H -1.062 2.969 -1.093 0.322
O -2.005 2.682 -1.174 -0.678
H -0.639 -1.431 1.241 0.364
H -1.979 -0.910 1.500 0.296
O -1.375 -1.629 1.857 -0.691
```

The total energy is -11453.2411 eV. As for the multiplicity: 1. The HOMO energy comes out at -4.0 eV. The frontier orbital gap comes out at 8.0 eV. Its molar mass is 103.094 g/mol. The value obtained for the max |F| is 4.54 eV Å⁻¹. Its charge is -1.

***

max |F| of number 2 (C9H36N16O9)?
9.97 eV Å⁻¹